ORCA calculation (wB97M-V/def2-TZVPD) on a single C5H5NO molecule at a distorted geometry.

Results
Kohn-Sham gap ... 9.94 eV
Energy relative to the best compared isomer or geometry (same formula, charge and spin) ... 37.97 kcal/mol
Lowest unoccupied orbital energy ... -0.012 Eh
SMILES ... N#CC/C=C/C=O
Molecular weight ... 95.10 u
Total charge ... 0

Each line ends with the Löwdin charge.
Positions of all 12 atoms, in Å:
O1 -2.27 -1.28 -0.11  0.05
C1 -1.86 -0.74 0.89  -0.27
C2 -0.68 0.15 0.91  -0.06
C3 1.33 0.79 -0.43  -0.15
C4 -0.15 0.59 -0.23  -0.10
C5 1.63 -0.38 -1.28  -0.23
N1 1.67 -1.34 -1.93  0.16
H1 -2.30 -0.98 1.88  0.11
H2 -0.15 0.25 1.86  0.11
H3 1.88 0.68 0.51  0.12
H4 1.64 1.71 -0.92  0.12
H5 -0.73 0.54 -1.15  0.13